Entry 1:
Computed, not measured: a 2-piece molecular cluster, C9H14 overall at a distorted geometry, with ωB97M-V/def2-TZVPD.

## Properties
* strongest force on any atom: 3.6 eV Å⁻¹
* frontier orbital gap (spin up / spin down): 9.73 / 5.71 eV
* energy relative to the best compared isomer or geometry (same formula, charge and spin): 32.0 kcal per mole
* HOMO (spin up / spin down): -0.5195 / -0.5194 hartree
* net charge: +1
* 2S+1: 2

Last column: Löwdin spin population.
Positions of all 23 atoms, in Å:
C: -2.245217 -0.986022 -2.753008  0.00
C: -0.838659 -1.425208 -2.472826  0.00
H: -2.424849 -0.112556 -3.582863  0.00
H: -2.960573 -1.739046 -2.959714  0.00
H: -2.608026 -0.595859 -1.789075  0.00
H: -0.335626 -2.032394 -3.161493  0.00
H: -0.621444 -2.002685 -1.496812  0.00
H: -0.278139 -0.481518 -2.287157  0.00
C: 1.915270 2.321328 0.375954  0.05
C: 0.536037 -1.121796 1.135293  0.02
C: 1.112733 -0.026294 0.488045  0.19
C: -0.194753 -0.974127 2.289560  0.28
C: 1.134251 1.234748 1.094169  0.25
C: -0.284336 0.367836 2.860691  0.13
C: 0.475852 1.356679 2.321415  0.03
H: 0.782215 -2.093733 0.771395  0.00
H: 1.545232 -0.164359 -0.550763  0.00
H: -0.689767 -1.857509 2.722134  0.01
H: -0.800342 0.338247 3.745722  0.01
H: 1.775516 2.175177 -0.734064  0.01
H: 2.993038 2.009519 0.562554  0.03
H: 0.355862 2.418254 2.703305  0.00
H: 1.655716 3.391313 0.717534  0.00

Cartesian forces (eV/Å) of the 3 atoms listed first:
-1.09 2.43 -0.34
1.16 0.82 2.44
0.91 -2.21 2.02



Entry 2:
Computed, not measured: C20H31ClN3O2SV as an isolated structure, with ωB97M-V/def2-TZVPD.

## Properties
* strongest force on any atom: 0.5 eV Å⁻¹
* frontier orbital gap (spin up / spin down): 8.21 / 8.74 eV
* HOMO (spin up / spin down): -0.5451 / -0.5377 hartree
* net charge: +2
* 2S+1: 3

Last column: Löwdin spin population.
Positions of all 59 atoms, in Å:
V: -0.180975 -0.464218 0.293232  2.07
O: -1.539852 -0.996275 -1.170636  0.01
C: -2.164595 -2.301679 -1.401237  0.00
C: -2.712383 -2.900009 -0.123435  0.00
C: -1.685231 -2.980557 1.015043  0.01
C: -0.355907 -3.462559 0.517449  0.01
C: -0.019517 -4.804445 0.455335  0.00
C: 1.157056 -5.180839 -0.171808  0.00
C: 1.966053 -4.204328 -0.734927  0.00
C: 1.586608 -2.884653 -0.608513  0.00
N: 0.459106 -2.514959 0.015667  0.00
H: -2.164050 -0.258221 -1.288884  0.00
H: -1.385625 -2.915403 -1.849230  0.00
H: -2.943843 -2.146799 -2.144901  0.00
H: -3.053409 -3.907550 -0.375376  0.00
H: -3.585500 -2.348133 0.226292  0.00
H: -2.066726 -3.634231 1.799516  0.00
H: -1.589159 -2.001117 1.505609  0.00
H: -0.683680 -5.540973 0.886556  0.00
H: 1.434990 -6.224522 -0.231300  0.00
H: 2.879282 -4.455165 -1.254278  0.00
H: 2.190369 -2.085777 -1.015556  0.00
Cl: -0.044074 0.519345 2.497393  0.01
C: 1.537075 -0.292514 2.336279  -0.01
C: 1.989944 -1.013465 3.432697  0.00
C: 3.200392 -1.663796 3.315209  -0.02
C: 3.916772 -1.592610 2.116550  0.00
C: 3.421206 -0.890723 1.041298  -0.01
C: 2.199921 -0.191060 1.111108  -0.01
C: 1.603915 0.510813 -0.052503  -0.07
H: 1.414513 -1.040713 4.346758  0.00
H: 3.596614 -2.217059 4.155216  0.00
H: 4.875783 -2.085569 2.035802  0.00
H: 3.995632 -0.828980 0.125246  0.00
H: 2.186057 0.365203 -0.961832  0.00
H: 1.441462 1.571620 0.143703  0.01
C: 1.719239 4.017132 -2.546472  0.00
C: 0.635967 3.120193 -3.123350  0.00
N: -0.027868 2.298648 -2.107152  0.00
C: -0.973507 2.713572 -1.268685  0.00
S: -1.665375 1.644396 -0.083094  -0.01
N: -1.414745 3.958545 -1.344412  0.00
C: -2.416394 4.581536 -0.465377  0.00
C: -1.795767 5.155323 0.794668  0.00
H: 2.166856 4.617745 -3.336701  0.00
H: 2.508374 3.422565 -2.086388  0.00
H: 1.330334 4.697967 -1.788151  0.00
H: 1.054544 2.426322 -3.850618  0.00
H: -0.122760 3.688082 -3.667632  0.00
H: 0.256555 1.339359 -2.000323  0.00
H: -0.979273 4.563055 -2.024675  0.00
H: -3.175586 3.834456 -0.243784  0.00
H: -2.895774 5.356464 -1.061731  0.00
H: -1.325343 4.371632 1.388449  0.00
H: -2.561968 5.631949 1.404507  0.00
H: -1.045681 5.908806 0.553993  0.00
O: -3.082539 -0.241615 2.080144  0.00
H: -3.755110 0.386797 1.791292  0.00
H: -3.312398 -0.431013 2.997950  0.00

Cartesian forces (eV/Å) of the 3 atoms listed first:
-0.14 -0.10 -0.39
0.05 -0.08 0.19
0.02 0.14 -0.13



Entry 3:
Computed, not measured: C22H21F5N3O3Tc as an isolated structure at a distorted geometry, with ωB97M-V/def2-TZVPD.

## Properties
* strongest force on any atom: 1.6 eV Å⁻¹
* frontier orbital gap (spin up / spin down): 5.96 / 5.97 eV
* HOMO (spin up / spin down): -0.5265 / -0.5266 hartree
* net charge: +2

Last column: natural (NBO) charge in e.
Positions of all 55 atoms, in Å:
Tc: -0.546531 -0.995636 -1.206911  1.15
F: 6.371109 -2.149841 -2.422381  -0.25
C: 5.102284 -1.842792 -2.280148  0.33
C: 4.526283 -1.851412 -1.013785  0.27
F: 5.237366 -2.186509 0.049375  -0.26
C: 3.198607 -1.508648 -0.876437  0.34
F: 2.609516 -1.506600 0.325366  -0.31
C: 2.418199 -1.141470 -1.976496  0.12
O: 1.135111 -0.775500 -1.830873  -0.59
C: 3.014026 -1.156366 -3.240492  0.32
F: 2.267453 -0.826341 -4.287696  -0.27
C: 4.340950 -1.509036 -3.396543  0.29
F: 4.889767 -1.522704 -4.594255  -0.25
C: -4.804182 -1.289588 -1.300491  -0.73
C: -3.373448 -0.969108 -1.203025  0.87
O: -3.068514 0.340967 -1.099107  -0.48
O: -2.427389 -1.755449 -1.256036  -0.56
H: -5.249671 -0.672166 -2.083120  0.29
H: -5.315767 -1.027548 -0.371496  0.29
H: -4.956781 -2.341102 -1.522146  0.28
C: 1.191104 1.302446 3.461110  -0.43
C: 0.746130 1.893662 2.137730  -0.22
N: 0.295227 0.806719 1.270651  -0.57
C: -0.178660 -0.371298 1.700336  0.67
N: -0.560865 -1.289275 0.770839  -0.57
C: -0.820898 -2.685585 1.187205  -0.23
C: -0.362368 -2.980541 2.603158  -0.43
C: -0.841357 -1.857681 3.500066  -0.21
N: -0.291502 -0.595052 3.007033  -0.38
C: 0.058744 0.440657 3.986575  -0.21
H: 1.430046 2.091506 4.170743  0.26
H: 2.083097 0.688856 3.321448  0.23
H: 1.560591 2.417257 1.640954  0.23
H: -0.064886 2.607920 2.300602  0.21
H: 0.419679 0.914871 0.280090  0.41
H: -0.301315 -3.359817 0.503772  0.21
H: -1.892296 -2.882007 1.097066  0.21
H: 0.725869 -3.046410 2.649445  0.23
H: -0.778127 -3.932762 2.927372  0.26
H: -0.503764 -1.996372 4.523775  0.24
H: -1.934745 -1.811032 3.513600  0.21
H: 0.348172 -0.054248 4.910963  0.24
H: -0.824104 1.051115 4.196756  0.21
C: -1.746779 0.617839 -1.341002  0.32
C: -1.490112 1.978400 -1.653502  -0.16
C: -0.239985 2.340095 -2.199536  -0.15
C: -0.003725 3.644644 -2.564999  -0.20
C: -0.983347 4.616025 -2.361781  -0.08
C: -2.212994 4.280107 -1.799204  -0.21
C: -2.477275 2.972174 -1.462283  -0.13
H: 0.510547 1.575077 -2.363012  0.23
H: 0.938599 3.923558 -3.016466  0.25
H: -0.777112 5.639877 -2.644518  0.25
H: -2.961022 5.044672 -1.641170  0.25
H: -3.428964 2.701438 -1.027136  0.24

Cartesian forces (eV/Å) of the 3 atoms listed first:
-0.69 0.91 1.19
0.06 -0.05 -0.01
-0.12 0.02 0.02